Record 1
Molecular formula: C26H26N3PtSe
Method: DFT, ωB97M-V/def2-TZVPD

Calculated values
LUMO energy (alpha / beta) ... -4.14 / -4.20 eV
Energy above the lowest of the compared OMol25 structures with the same formula, charge and spin ... 54.5 kcal/mol
Total charge ... +1
Gap between HOMO and LUMO (alpha / beta) ... 4.92 / 4.84 eV

The geometry in XYZ format:
```
57
Properties=species:S:1:pos:R:3:forces:R:3
Pt -0.085706 -0.010965 0.064466 0.316 1.155 0.763
Se -0.383217 2.686397 0.079688 -0.586 -0.454 0.586
N 1.944116 0.117951 0.344770 -0.209 -0.134 0.154
N -0.003849 -0.390560 2.006878 -0.044 -0.691 -0.461
N -2.089234 -0.217565 0.447179 0.185 -0.035 0.139
C 3.613934 0.088670 2.058388 -0.076 0.007 -0.217
C 2.859741 0.420165 -0.575728 0.149 0.061 -0.076
C 0.572253 6.514685 -1.388575 -0.049 0.109 0.118
C -1.140542 -0.755167 4.020660 0.192 0.086 -0.043
C 0.660682 4.317576 -2.551001 0.022 -0.082 -0.006
C -3.085513 -0.068190 -0.425392 -0.153 0.069 -0.065
C -3.645055 -0.511045 2.240939 0.070 0.012 -0.224
C 4.199272 0.564521 -0.208601 -0.079 -0.026 0.056
C 0.095373 -0.771632 4.659577 0.006 0.014 -0.065
C 0.322602 7.343272 -0.301213 -0.021 -0.184 0.010
C 1.199260 -0.351077 2.589829 -0.090 0.034 -0.083
C 1.277856 -0.557163 3.957996 -0.215 0.048 -0.024
C -0.366735 5.388611 0.972288 0.014 -0.092 0.092
C -2.353996 -0.436144 1.767308 0.024 -0.037 0.088
C -0.145165 6.755513 0.869145 0.024 0.087 -0.180
C 4.578593 0.402012 1.106193 -0.088 0.008 -0.057
C -0.097579 4.584917 -0.139249 0.325 -0.256 -0.542
C -0.878927 4.820481 2.265144 0.003 -0.011 0.023
C -4.693695 -0.362933 1.338028 0.093 0.023 -0.067
C 2.396362 0.621321 -1.978547 -0.027 -0.032 -0.021
C 0.548390 8.823924 -0.393718 0.006 0.053 0.027
C -4.411165 -0.143258 0.007312 0.074 -0.015 0.062
C -1.166340 -0.545909 2.650895 0.095 0.063 -0.078
C 2.306326 -0.050706 1.648789 -0.017 -0.045 0.093
C 0.370774 5.141599 -1.327720 -0.001 0.016 -0.039
C -2.727039 0.206323 -1.846075 0.049 -0.013 -0.049
H -1.032876 5.613025 2.993127 -0.020 0.076 0.043
H 1.786127 -0.223788 -2.307352 0.034 0.033 0.005
H 1.588628 9.048748 -0.627821 0.048 0.019 -0.020
H 0.932909 6.946513 -2.316057 0.014 0.030 -0.025
H -0.066506 9.266076 -1.177139 -0.022 0.025 -0.040
H -3.609120 0.173219 -2.479612 -0.011 -0.019 -0.035
H -2.268244 1.196198 -1.917989 0.000 -0.004 0.040
H 2.226183 -0.547296 4.471874 0.026 0.005 0.015
H -0.177547 4.097910 2.686985 0.008 -0.027 -0.020
H -2.002468 -0.528168 -2.207470 -0.045 0.020 0.004
H 4.922460 0.809909 -0.971524 0.030 0.012 -0.015
H 0.301750 9.317487 0.544216 -0.006 0.026 0.028
H 1.701758 4.429890 -2.854564 0.068 0.014 -0.032
H 3.242133 0.729219 -2.652118 0.014 -0.014 -0.034
H -2.050334 -0.896169 4.582727 -0.026 -0.002 0.015
H 0.040859 4.636980 -3.388321 -0.029 0.028 -0.055
H 1.777947 1.520631 -2.028868 0.015 -0.018 0.025
H 5.612122 0.520147 1.397339 0.037 -0.001 0.009
H 3.883976 -0.037488 3.094021 -0.004 -0.014 0.071
H 0.466311 3.259075 -2.376480 -0.036 0.080 -0.001
H -0.348427 7.379033 1.732059 -0.013 0.028 0.017
H -3.839573 -0.675161 3.288120 0.008 -0.014 0.072
H 0.136749 -0.938665 5.726733 0.001 -0.004 0.014
H -1.824435 4.296450 2.116312 -0.010 -0.020 0.005
H -5.717073 -0.413294 1.680089 -0.037 -0.009 0.011
H -5.201128 -0.018588 -0.717608 -0.035 0.006 -0.014
```
Forces are in eV/Å.

***

Record 2
Molecular formula: C40H36ClN3PbSi2
Method: DFT, ωB97M-V/def2-TZVPD

Calculated values
LUMO energy (alpha / beta) ... -7.70 / -7.50 eV
Energy above the lowest of the compared OMol25 structures with the same formula, charge and spin ... 58.2 kcal/mol
Total charge ... +2
Gap between HOMO and LUMO (alpha / beta) ... 5.01 / 5.18 eV

The geometry in XYZ format:
```
83
Properties=species:S:1:pos:R:3:forces:R:3
Pb 0.305803 0.612537 1.691351 -0.932 -1.575 1.893
Cl -1.952269 0.789899 2.777535 0.466 0.356 -0.561
Si -1.502141 -0.679391 -2.804377 2.708 0.686 1.696
Si 0.665229 2.328777 -2.566840 0.779 2.233 -5.062
N -0.664058 -1.426588 4.577676 0.080 -2.201 -0.639
N -0.435589 -2.384262 2.097105 -0.374 -1.012 0.021
N -0.334938 -2.660541 4.477954 -1.300 1.856 0.502
C -0.100510 -1.909493 -2.686705 0.093 -0.510 -0.712
C -0.824224 1.203136 -4.825147 -0.229 -0.401 0.099
C 1.081295 -3.822987 -3.651791 -0.199 0.038 0.097
C -0.909001 0.471141 -6.021673 -0.007 -0.440 -0.092
C 2.099991 -2.590502 -1.837822 -0.378 -0.163 0.206
C 1.462222 0.440078 -4.518853 -0.255 -0.169 -0.334
C -1.712591 0.659334 7.410147 -0.068 -0.278 0.099
C -0.227769 -3.165386 3.180830 1.188 0.178 -0.952
C -1.201322 0.678658 -1.554481 0.416 -0.352 0.297
C 2.858807 -1.064488 3.026030 -0.590 -0.916 1.054
C -1.147123 4.715339 -2.629739 -0.214 0.149 -0.385
C 0.185928 4.249976 -4.567578 0.015 -0.223 -0.208
C 2.166669 -3.613009 -2.788746 -0.211 0.098 -0.321
C -2.078106 2.341474 0.016761 -1.236 -0.159 0.016
C -0.182726 3.907243 -3.249730 -0.261 0.320 0.675
C 2.266266 -1.209093 4.305013 1.552 -1.254 -1.948
C -1.152626 -1.096529 5.849356 0.484 0.162 0.974
C 0.946933 -1.817571 -1.747189 0.125 0.405 -0.057
C 0.314145 2.364853 -0.347008 -1.307 0.346 2.101
C 0.385403 1.230375 -4.101187 0.787 -0.257 0.561
C -1.775574 5.761679 -3.332955 0.084 -0.017 -0.031
C 2.396451 1.046017 3.862218 -0.777 -0.020 0.461
C -1.405236 0.263220 6.112642 0.230 -0.608 -0.140
C -0.038240 -2.974689 -3.619972 0.297 0.290 0.249
C 0.091693 -4.325563 0.749152 -0.154 -0.231 0.293
C 0.363206 -5.108884 1.884329 0.023 0.341 -0.161
C -0.839603 2.925464 0.253512 2.027 0.379 -0.624
C 2.966586 0.332534 2.746535 0.082 -0.042 0.750
C 0.168268 1.209943 -1.235856 -0.940 -0.657 0.750
C -1.566385 -1.664915 8.157193 -0.051 -0.051 -0.570
C -1.283895 -2.072510 6.852043 0.086 0.354 0.447
C 0.171773 -0.310100 -6.434601 0.125 -0.108 0.001
C -1.782641 -0.305365 8.426757 0.031 -0.074 0.013
C 1.345343 -0.351868 -5.668398 0.061 0.044 0.119
C -0.408764 -3.034868 0.921688 0.347 -0.007 0.088
C 0.144157 -4.529341 3.121521 -0.312 0.977 0.150
C 1.980804 0.085169 4.817848 0.178 2.183 -0.296
C -0.421928 5.301243 -5.264541 -0.067 -0.115 0.386
C -2.253572 1.286188 -0.879618 -0.143 -0.232 0.119
C -1.433098 6.059684 -4.657450 0.309 -0.484 0.274
H -2.714798 -1.369827 -2.563190 -1.456 -0.086 -0.459
H 2.185063 -0.993955 -5.955992 -0.380 0.298 -0.051
H -1.453435 4.514683 -1.601983 0.037 0.168 -0.318
H -2.019677 -0.001688 9.450473 0.114 -0.047 -0.394
H 3.230380 -1.885188 2.405642 -0.158 0.430 0.281
H -0.816394 -2.498613 0.061601 0.400 -0.003 0.186
H -1.891776 1.704542 7.656604 0.006 -0.240 -0.145
H 1.590845 0.296348 5.816374 0.069 -0.034 -0.471
H 0.852421 -1.144963 -0.883711 0.163 -0.378 -0.563
H 1.027457 0.528204 -1.285543 -0.316 0.281 0.002
H -2.945809 2.678580 0.582150 0.241 0.065 -0.223
H -1.610844 -2.419688 8.944314 -0.091 0.359 -0.158
H 2.181944 -2.144338 4.865249 -0.116 0.437 -0.344
H 2.910059 -2.412310 -1.124219 -0.273 -0.253 -0.254
H -0.744607 3.831251 0.871944 -0.074 -0.594 -0.211
H -1.938312 6.855055 -5.218905 0.241 -0.348 0.376
H 1.329218 2.679015 -0.048561 -0.564 0.165 -0.460
H -2.547827 6.356495 -2.844764 0.208 -0.201 -0.040
H 3.052251 -4.252739 -2.852915 -0.363 0.252 0.001
H -3.250272 0.861428 -0.997747 0.079 0.283 -0.025
H -1.820457 0.515091 -6.623768 0.310 -0.048 0.219
H -1.106179 -3.113806 6.581524 -0.109 0.355 0.311
H -1.338721 0.916566 5.245326 0.001 0.199 0.499
H 2.403960 0.448351 -3.953067 -0.407 -0.042 -0.288
H 1.097936 -4.657344 -4.355874 0.043 0.288 0.202
H -0.882010 -3.127110 -4.305613 0.502 -0.040 0.145
H -0.118781 5.518584 -6.286928 -0.021 -0.080 0.228
H 0.261610 -4.701712 -0.258025 -0.270 -0.033 0.223
H 2.139524 2.539529 -2.463155 -0.310 -0.163 0.244
H -1.667469 1.832015 -4.529114 0.290 -0.013 -0.093
H 0.111354 -0.893513 -7.360012 -0.019 0.270 0.398
H 3.473142 0.780407 1.887591 -0.154 -0.155 0.323
H 2.373433 2.130146 3.998829 0.112 -0.471 -0.039
H 0.935593 3.639748 -5.086978 -0.236 0.337 0.136
H 0.252678 -5.018579 4.087720 0.062 -0.143 -0.386
H 0.725456 -6.136678 1.821783 -0.128 0.344 -0.148
```
Forces are in eV/Å.